The following is a DFT calculation (the ωB97M-V functional and the def2-TZVPD basis) of an isolated molecule of C5H3NO2 in a non-equilibrium geometry.

Summary:
LUMO energy (eV): -1.5
Energy relative to the best compared isomer or geometry (same formula, charge and spin) (eV): 1.2768
2S+1: 1
E_tot (eV): -10816.1376
Kohn-Sham gap (eV): 9.22
Total charge: 0

The geometry in XYZ format:
```
11
C5H3NO2 | OMol25 | the ωB97M-V functional and the def2-TZVPD basis
O 0.97 1.51 0.39
O 0.47 -1.48 -1.17
N 3.14 0.46 -2.13
C -1.56 0.13 1.30
C 1.03 0.66 -0.46
C -1.08 -0.67 0.40
C 0.04 -0.56 -0.52
C 2.19 0.50 -1.47
H -2.43 -0.06 1.84
H -1.58 -1.61 0.26
H -1.19 1.13 1.56
```

---

The following is a DFT calculation (the ωB97M-V functional and the def2-TZVPD basis) of a cluster of 3 separate species, C24H45N6O4S in total in a non-equilibrium geometry.

Summary:
LUMO energy (eV): -2.8
2S+1: 1
E_tot (eV): -53575.7405
Kohn-Sham gap (eV): 7.56
Total charge: +1

The geometry in XYZ format:
```
80
C24H45N6O4S | OMol25 | the ωB97M-V functional and the def2-TZVPD basis
S -4.60 1.79 3.36
O 8.62 -1.69 -2.73
O -3.28 -1.61 7.97
O -5.13 -0.71 2.31
O -11.71 -2.13 0.01
N 3.22 0.15 -2.54
N 4.42 -0.29 -4.31
N 3.56 2.48 -2.47
N -6.58 0.12 3.77
N -7.05 -1.13 3.35
N 4.50 1.05 -4.10
C 7.16 -3.14 -1.39
C -10.93 -2.36 0.91
C -0.53 2.44 0.01
C -10.69 -3.78 1.39
C 8.34 -0.28 -4.62
C -4.79 -1.33 6.16
C 8.24 -2.06 -1.43
C -1.44 2.87 1.15
C -4.34 -1.91 7.48
C 6.80 1.79 -4.82
C 7.72 -0.78 -3.33
C 3.64 -0.78 -3.35
C 2.74 2.67 -1.27
C 3.75 1.29 -3.01
C 0.61 3.43 -0.20
C 7.41 0.55 -5.50
C -2.73 2.03 1.26
C 1.37 3.24 -1.54
C -2.97 1.42 2.65
C -10.15 -1.27 1.60
C -6.17 -1.58 2.50
C -5.29 -2.87 8.15
C -5.46 0.30 3.12
C 5.29 1.95 -4.93
H 7.10 1.85 -3.78
H -3.58 2.66 1.03
H 9.25 0.28 -4.42
H -6.18 -2.51 1.97
H 6.16 -2.74 -1.25
H 4.85 -0.83 -5.04
H 3.41 -1.83 -3.28
H -5.47 -3.73 7.50
H -0.12 1.47 0.29
H -10.38 -1.26 2.66
H 0.78 2.58 -2.17
H -10.41 -0.31 1.16
H -0.89 2.79 2.08
H 8.64 -1.16 -5.18
H -2.73 1.24 0.52
H 3.28 3.37 -0.62
H 7.17 -3.75 -2.29
H 7.35 -3.80 -0.55
H 7.55 0.05 -2.64
H -5.72 -0.78 6.28
H 6.64 -0.07 -5.97
H 4.98 1.86 -5.97
H 2.68 1.74 -0.72
H 1.45 4.21 -2.03
H 7.19 2.67 -5.32
H 5.04 2.95 -4.61
H -2.84 0.35 2.63
H 1.31 3.28 0.62
H -1.10 2.29 -0.90
H 6.79 -1.30 -3.55
H -9.08 -1.44 1.47
H -1.71 3.92 1.04
H 3.97 3.29 -2.90
H -4.86 -3.21 9.08
H -11.31 -4.47 0.82
H 7.89 -1.19 -0.86
H -6.24 -2.38 8.35
H 9.13 -2.41 -0.93
H -10.94 -3.86 2.45
H 8.02 0.91 -6.33
H -4.02 -0.65 5.78
H -4.94 -2.13 5.43
H -9.64 -4.04 1.26
H 0.24 4.45 -0.10
H -2.25 1.80 3.37
```

---

The following is a DFT calculation (the ωB97M-V functional and the def2-TZVPD basis) of an isolated molecule of C5H11FS in a non-equilibrium geometry.

Summary:
LUMO energy (eV): 0.8
Energy relative to the best compared isomer or geometry (same formula, charge and spin) (eV): 0.8395
2S+1: 1
E_tot (eV): -18914.9999
Kohn-Sham gap (eV): 10.14
Total charge: 0

The geometry in XYZ format:
```
18
C5H11FS | OMol25 | the ωB97M-V functional and the def2-TZVPD basis
S 1.97 -0.13 -0.34
F -1.53 1.68 -0.22
C -0.48 -1.04 -0.65
C 0.26 0.02 0.14
C 0.01 -0.17 1.63
C -1.89 -1.52 -0.21
C -0.16 1.41 -0.24
H 2.37 -1.17 0.38
H -0.52 -0.64 -1.60
H 0.33 2.07 0.60
H -1.01 0.10 1.92
H 0.32 -1.20 1.94
H 0.28 -1.81 -0.55
H -1.70 -2.08 0.73
H 0.65 0.56 2.16
H -2.40 -2.17 -0.98
H -2.67 -0.55 0.00
H 0.12 1.65 -1.28
```

---

The following is a DFT calculation (the ωB97M-V functional and the def2-TZVPD basis) of a structure of composition C24H33F5HgPSbSe5 in a non-equilibrium geometry.

Summary:
LUMO energy (spin up / spin down) (eV): 0.3 / 0.2
Energy relative to the best compared isomer or geometry (same formula, charge and spin) (eV): 1.3280
2S+1: 2
E_tot (eV): -385736.9287
Kohn-Sham gap (spin up / spin down) (eV): 4.44 / 4.39
Total charge: -1

The geometry in XYZ format:
```
70
C24H33F5HgPSbSe5 | OMol25 | the ωB97M-V functional and the def2-TZVPD basis
Hg -1.16 1.01 -0.58
Sb 2.12 3.91 -3.26
Se 1.14 3.14 -1.25
Se 4.54 4.13 -2.71
Se 1.03 6.03 -3.92
Se 1.82 2.43 -5.18
Se -4.36 0.86 0.32
P 0.11 -0.89 0.07
F -4.30 5.63 -0.98
F -4.06 2.92 3.14
F -2.58 3.48 -1.40
F -2.08 5.39 1.97
F -5.27 5.53 2.59
C -3.25 5.41 1.25
C -4.10 3.49 1.97
C 0.82 0.90 2.13
C 2.36 0.00 -3.00
C -3.52 5.09 -0.09
C 0.19 0.60 4.50
C -1.53 -3.60 -2.40
C -0.91 -2.49 -0.10
C 0.29 -4.64 -0.91
C 4.09 -0.44 -1.16
C -0.70 -1.06 2.79
C -0.28 -0.83 4.23
C 1.45 -1.08 -2.40
C -1.74 -2.45 -1.42
C 1.70 -1.12 -0.85
C -0.14 -3.74 0.25
C 3.85 -0.12 -2.65
C 0.44 -0.58 1.85
C -3.75 2.82 0.74
C -3.08 3.80 -0.12
C 2.80 -0.15 -0.35
C -0.01 1.51 3.25
C -4.34 4.83 1.86
C -0.91 -4.91 -1.83
H -1.08 1.67 3.01
H 2.35 0.05 -4.12
H 0.65 -5.60 -0.50
H 0.50 -1.57 4.51
H 4.41 -1.43 -0.98
H -1.69 -5.46 -1.27
H 2.98 -0.36 0.72
H -2.49 -3.83 -2.87
H 0.42 2.52 3.42
H -1.13 -1.03 4.87
H 1.87 0.97 2.42
H 2.01 -2.14 -0.63
H 0.39 -0.81 -2.65
H -0.89 -3.22 -3.18
H -0.61 -5.57 -2.64
H 4.37 -0.86 -3.27
H 1.64 -2.07 -2.84
H 1.10 -4.19 -1.52
H -0.80 -2.14 2.58
H -1.66 -0.56 2.54
H -1.66 -2.31 0.71
H 4.92 0.16 -0.82
H 0.74 -3.44 0.88
H 4.37 0.83 -2.87
H 0.76 1.54 1.21
H -2.79 -2.37 -1.13
H -0.27 0.99 5.42
H 1.29 0.61 4.69
H 1.29 -1.24 2.05
H -0.78 -4.40 0.87
H -1.52 -1.50 -1.89
H 2.54 0.94 -0.43
H 2.04 1.01 -2.64
```

---

Which formula does entry 4 have? C24H33F5HgPSbSe5

---

Which of these has the highest 2S+1? C24H33F5HgPSbSe5